{
  "formula": "C16H19F6NOPtSe3",
  "method": "wB97M-V/def2-TZVPD",
  "homo_energy_ev": [-0.373, -0.374],
  "total_charge": -2,
  "de_lowest_kcal_mol": 13.0,
  "e_lumo_ev": [4.2, 4.2],
  "gap_ev": [4.540, 4.541],
  "symbols": ["Pt", "C", "Se", "C", "C", "Se", "C", "H", "H", "H", "H", "H", "H", "H", "H", "H", "H", "Se", "C", "C", "O", "C", "F", "F", "F", "C", "F", "F", "F", "H", "H", "H", "C", "C", "C", "C", "C", "C", "C", "C", "N", "H", "H", "H", "H", "H", "H"],
  "positions_angstrom": [[-1.8720, -0.9260, 0.3314], [0.2119, -0.6889, 5.2137], [-1.1411, -1.0560, 3.8314], [-0.0850, -2.4341, 2.9490], [1.0585, -1.9081, 2.0913], [0.5729, -1.5569, 0.2083], [2.0426, -0.3175, -0.0799], [0.4888, -1.5938, 5.7574], [-0.2365, 0.0198, 5.9097], [1.1039, -0.2374, 4.7787], [-0.8084, -3.0047, 2.3651], [0.2995, -3.0712, 3.7492], [1.8689, -2.6424, 2.0640], [1.4599, -0.9817, 2.5087], [1.9356, 0.5414, 0.5787], [1.9402, -0.0150, -1.1194], [2.9935, -0.8222, 0.0956], [-3.6814, -2.2859, 0.8436], [-1.0838, -2.3176, -3.2761], [-0.6192, -0.8478, -3.3477], [-0.1412, -0.3723, -2.2019], [-1.8323, 0.0036, -3.8285], [-2.8348, -0.0399, -2.9502], [-2.3565, -0.4081, -5.0244], [-1.5278, 1.3102, -4.0015], [0.4948, -0.7629, -4.4406], [0.1575, -1.2825, -5.6600], [1.5796, -1.4638, -4.0464], [0.9275, 0.4875, -4.6893], [-1.8420, -2.3844, -2.4945], [-0.2289, -2.9207, -2.9710], [-1.4856, -2.6939, -4.2196], [-2.1770, 1.1179, 0.5891], [-0.8788, 1.7844, 0.6592], [-0.2094, 2.2260, -0.4989], [0.9888, 2.8998, -0.4235], [1.5821, 3.1672, 0.8174], [0.9439, 2.7169, 1.9787], [-0.2537, 2.0401, 1.8973], [2.8223, 3.8775, 0.9059], [3.8219, 4.4484, 0.9870], [-2.7563, 1.3884, -0.2933], [-2.7524, 1.1991, 1.5096], [-0.6361, 1.9907, -1.4652], [1.4868, 3.2193, -1.3310], [1.3985, 2.9114, 2.9436], [-0.7397, 1.6863, 2.7992]],
  "forces_ev_per_a": [[-0.466, -0.764, 0.760], [-0.120, 0.015, -0.079], [0.110, -0.058, 0.114], [-0.023, -0.038, -0.110], [0.075, 0.063, 0.013], [-0.215, 0.411, -0.016], [0.006, 0.010, -0.058], [-0.051, 0.001, -0.036], [0.040, 0.008, 0.016], [-0.017, -0.010, -0.007], [-0.024, 0.027, -0.007], [-0.005, -0.025, -0.015], [0.010, 0.021, 0.025], [0.007, 0.010, -0.051], [0.000, -0.040, 0.023], [-0.012, 0.005, -0.003], [-0.009, -0.016, 0.000], [0.054, 0.344, -0.140], [-0.076, 0.002, 0.021], [0.183, 0.072, 0.083], [0.106, 0.185, -0.298], [0.067, -0.004, -0.110], [-0.028, -0.033, 0.051], [-0.009, 0.030, -0.008], [-0.003, 0.007, 0.027], [-0.022, -0.127, -0.042], [-0.013, 0.018, -0.001], [0.006, -0.009, -0.002], [0.007, 0.028, 0.020], [0.014, 0.009, 0.006], [0.000, 0.006, 0.006], [0.001, -0.020, -0.001], [0.451, -0.695, -0.170], [0.120, 0.347, 0.069], [-0.090, -0.028, -0.016], [0.028, 0.080, -0.022], [0.005, 0.010, 0.005], [0.063, 0.020, 0.038], [-0.111, -0.005, -0.025], [-0.059, -0.068, -0.017], [-0.008, 0.026, 0.007], [-0.018, 0.112, 0.020], [-0.042, 0.118, -0.017], [0.036, -0.058, -0.007], [-0.007, -0.008, -0.003], [-0.004, -0.006, 0.000], [0.040, 0.026, -0.041]],
  "nbo_charge": [0.35, -0.82, 0.33, -0.59, -0.62, 0.46, -0.82, 0.19, 0.21, 0.20, 0.27, 0.19, 0.20, 0.21, 0.21, 0.27, 0.19, -1.01, -0.67, 0.14, -0.90, 0.94, -0.32, -0.37, -0.34, 0.94, -0.36, -0.34, -0.34, 0.25, 0.21, 0.19, -0.63, 0.04, -0.23, -0.15, -0.29, -0.13, -0.27, 0.33, -0.42, 0.21, 0.20, 0.26, 0.21, 0.20, 0.22]
}

{
  "formula": "C16H19FeN4O6S",
  "method": "wB97M-V/def2-TZVPD",
  "homo_energy_ev": [-8.870, -8.862],
  "s2": 0.84,
  "de_lowest_kcal_mol": 11.2,
  "e_lumo_ev": [0.1, 0.1],
  "gap_ev": [8.946, 8.972],
  "spin_multiplicity": 2,
  "symbols": ["Fe", "N", "C", "O", "C", "C", "H", "H", "H", "H", "H", "H", "C", "C", "C", "C", "C", "N", "C", "O", "N", "C", "C", "C", "C", "N", "C", "C", "C", "H", "H", "H", "H", "H", "H", "H", "H", "H", "H", "H", "H", "H", "O", "S", "O", "O", "O"],
  "positions_angstrom": [[-2.3427, 2.9865, -1.2275], [0.9505, 5.1417, -1.0941], [-0.2551, 4.6156, -1.2797], [-0.6997, 3.7392, -0.5018], [-1.1293, 5.0872, -2.3798], [-1.8727, 3.8741, -2.8839], [1.5149, 4.8128, -0.3267], [1.3267, 5.8228, -1.7273], [-0.5735, 5.6457, -3.1425], [-1.8425, 5.7761, -1.9154], [-1.2362, 3.1580, -3.4016], [-2.7992, 4.1042, -3.3950], [2.5174, -6.1265, 3.7896], [2.5614, -4.8346, 3.0186], [3.7371, -4.3736, 2.4368], [3.7737, -3.1834, 1.7296], [2.6278, -2.4078, 1.5904], [2.7363, -1.1797, 0.9029], [1.8182, -0.4696, 0.1613], [2.0528, 0.6688, -0.1958], [0.6800, -1.1626, -0.1761], [-0.4343, -0.6675, -0.8657], [-1.4247, -1.5635, -1.2516], [-2.5323, -1.1021, -1.9329], [-2.6412, 0.2471, -2.2123], [-1.7018, 1.1147, -1.8250], [-0.6197, 0.6747, -1.1705], [1.4475, -2.8449, 2.1890], [1.4247, -4.0458, 2.8820], [3.4801, -6.6343, 3.7611], [1.7642, -6.8014, 3.3813], [2.2615, -5.9467, 4.8350], [4.6453, -4.9557, 2.5357], [4.7011, -2.8468, 1.2818], [3.6326, -0.7208, 0.9283], [0.6659, -2.1480, 0.0310], [-1.3166, -2.6189, -1.0276], [-3.3166, -1.7783, -2.2404], [-3.4937, 0.6500, -2.7327], [0.1230, 1.4064, -0.8959], [0.5563, -2.2325, 2.1650], [0.4987, -4.3613, 3.3484], [-5.6103, 3.2968, 0.4823], [-4.3607, 3.0915, -0.1630], [-3.2384, 2.5382, 0.6574], [-3.7048, 4.3498, -0.7637], [-4.3516, 2.2040, -1.3790]],
  "forces_ev_per_a": [[-1.686, -1.113, 0.266], [0.151, -0.106, 0.175], [0.022, 0.165, 0.436], [0.347, 0.093, -0.639], [0.066, 0.357, -0.493], [-0.130, -0.357, 0.397], [0.010, 0.001, -0.018], [-0.049, 0.023, 0.011], [0.012, -0.026, 0.064], [-0.005, 0.006, 0.003], [-0.025, 0.210, -0.362], [0.035, 0.037, -0.287], [-0.018, 0.048, -0.014], [0.016, -0.018, 0.005], [0.001, 0.013, 0.023], [-0.001, -0.030, -0.038], [-0.009, -0.003, -0.028], [0.001, 0.013, 0.055], [0.064, -0.071, -0.110], [0.000, 0.035, 0.004], [-0.071, 0.014, 0.019], [0.090, -0.077, -0.075], [0.016, -0.025, -0.007], [0.072, 0.007, -0.120], [0.062, -0.059, -0.142], [0.127, 0.113, 0.760], [0.173, 0.129, -0.139], [0.000, 0.028, 0.082], [-0.007, -0.007, -0.026], [0.001, -0.009, 0.000], [0.007, -0.013, -0.004], [0.006, -0.007, 0.007], [0.001, -0.008, -0.006], [-0.002, -0.013, -0.020], [-0.037, 0.043, 0.048], [-0.001, 0.004, 0.005], [-0.026, 0.004, 0.030], [0.010, 0.002, -0.025], [-0.053, 0.043, 0.065], [-0.084, 0.022, 0.092], [0.007, 0.028, 0.007], [-0.008, -0.001, -0.006], [-0.026, 0.018, -0.038], [0.083, 0.182, -0.004], [0.021, -0.086, 0.089], [0.434, 0.173, 0.193], [0.400, 0.222, -0.237]],
  "mulliken_spin": [1.18, 0.00, 0.00, -0.01, 0.02, -0.15, 0.00, 0.00, -0.01, 0.00, 0.01, 0.00, 0.00, 0.00, 0.00, 0.00, 0.00, 0.00, 0.00, 0.00, 0.00, 0.00, 0.00, 0.00, 0.01, -0.02, 0.00, 0.00, 0.00, 0.00, 0.00, 0.00, 0.00, 0.00, 0.00, 0.00, 0.00, 0.00, 0.00, 0.00, 0.00, 0.00, 0.00, 0.00, 0.01, -0.02, -0.01]
}

{
  "formula": "C16H19N5O5S",
  "method": "wB97M-V/def2-TZVPD",
  "smiles": "CC(C)Oc1ccc(OCCn2c(S(=O)(=O)O)nc3c(N)ncnc32)cc1",
  "homo_energy_ev": -8.282,
  "de_lowest_kcal_mol": 36.0,
  "e_lumo_ev": 0.2,
  "gap_ev": 8.483,
  "symbols": ["C", "C", "C", "O", "C", "C", "C", "C", "O", "C", "C", "N", "C", "S", "O", "O", "O", "N", "C", "C", "N", "N", "C", "N", "C", "C", "C", "H", "H", "H", "H", "H", "H", "H", "H", "H", "H", "H", "H", "H", "H", "H", "H", "H", "H", "H"],
  "positions_angstrom": [[-2.7396, -2.1008, 1.0870], [-3.7837, -1.5523, 0.1141], [-4.3167, -0.2038, 0.5945], [-3.2832, -1.5398, -1.2230], [-2.1110, -0.8660, -1.4780], [-0.9790, -1.6061, -1.8111], [0.2045, -0.9747, -2.1336], [0.2887, 0.4155, -2.1144], [1.5089, 0.9595, -2.4483], [1.9110, 2.1502, -1.8122], [2.5281, 1.8689, -0.4209], [1.8163, 0.8229, 0.2633], [0.5733, 0.8203, 0.8191], [-0.3936, 2.2651, 1.1186], [0.0708, 3.3493, 0.3208], [-1.7833, 1.9501, 1.1514], [0.0624, 2.5617, 2.6330], [0.1794, -0.3414, 1.2545], [1.2026, -1.1989, 0.9415], [1.4148, -2.5836, 1.1001], [0.5317, -3.3987, 1.6939], [2.5643, -3.0937, 0.6550], [3.4604, -2.2958, 0.0967], [3.3856, -0.9951, -0.1077], [2.2353, -0.4775, 0.3164], [-0.8483, 1.1578, -1.8136], [-2.0379, 0.5211, -1.5122], [-3.1879, -2.2319, 2.0687], [-2.3784, -3.0636, 0.7285], [-1.9075, -1.4009, 1.1620], [-4.6201, -2.2594, 0.0362], [-3.5044, 0.4888, 0.8019], [-4.8865, -0.3535, 1.5086], [-4.9772, 0.2249, -0.1554], [-1.0395, -2.6838, -1.8189], [1.0839, -1.5428, -2.3968], [1.0879, 2.8589, -1.7010], [2.6764, 2.5877, -2.4573], [2.5076, 2.7852, 0.1717], [3.5500, 1.4979, -0.5318], [-0.5932, 2.2152, 3.2408], [-0.3734, -3.0439, 1.9470], [0.7248, -4.3846, 1.7088], [4.3710, -2.7758, -0.2349], [-0.8335, 2.2357, -1.8274], [-2.9114, 1.1160, -1.3081]],
  "forces_ev_per_a": [[-0.247, 0.091, -0.358], [-0.174, -0.177, 0.547], [0.136, -0.256, -0.275], [0.081, 0.170, -0.347], [0.138, 0.039, -0.055], [-0.256, 0.091, 0.062], [0.148, 0.276, -0.037], [-0.157, -0.189, -0.083], [-0.065, -0.242, -0.118], [0.108, 0.234, 0.285], [0.229, 0.393, -0.698], [0.206, -0.144, 0.159], [-0.291, -0.407, 0.246], [-0.430, 0.313, 0.880], [0.322, -0.147, 0.236], [0.247, -0.167, 0.120], [0.364, 0.363, -0.883], [-0.387, 0.055, 0.186], [0.661, 0.761, -0.403], [0.252, 0.285, -0.080], [-0.183, 0.045, 0.054], [-0.488, -0.527, 0.303], [0.227, 0.267, -0.170], [0.186, 0.569, -0.282], [-0.385, -0.978, 0.505], [0.258, 0.048, -0.329], [-0.181, -0.360, -0.032], [-0.035, -0.011, 0.141], [0.055, -0.118, -0.004], [0.011, -0.016, 0.075], [0.148, 0.146, 0.069], [-0.031, 0.017, 0.028], [-0.051, -0.005, 0.115], [-0.090, 0.074, -0.050], [-0.044, -0.118, 0.013], [0.118, -0.061, -0.009], [0.127, -0.093, -0.146], [-0.103, 0.035, 0.114], [0.158, -0.111, -0.042], [-0.124, 0.120, 0.064], [-0.391, -0.266, 0.223], [-0.032, -0.102, 0.005], [-0.040, 0.019, 0.008], [0.094, -0.050, -0.024], [0.035, 0.095, -0.051], [-0.123, 0.034, 0.041]],
  "nbo_charge": [-0.67, 0.12, -0.65, -0.52, 0.25, -0.23, -0.29, 0.36, -0.52, -0.08, -0.25, -0.36, 0.07, 2.39, -0.92, -0.91, -0.88, -0.42, -0.05, 0.45, -0.77, -0.53, 0.28, -0.51, 0.37, -0.35, -0.18, 0.21, 0.21, 0.24, 0.18, 0.23, 0.21, 0.21, 0.22, 0.23, 0.20, 0.20, 0.23, 0.24, 0.52, 0.41, 0.41, 0.18, 0.23, 0.22]
}

Number 1: total energy -236029.4408 eV. Number 2: total energy -80369.1615 eV. Number 3: total energy -45423.7460 eV.